C11H20Cl9O7Pd as an isolated structure at a distorted geometry. Source: OMol25; level of theory: ωB97M-V/def2-TZVPD.

Last column: Mulliken charge in e.
Geometry (Å):
Pd -26.410 -14.748 9.091  0.816
Cl -28.422 -14.748 5.763  1.617
O -28.032 -13.440 5.380  -0.445
O -28.116 -15.688 4.690  -0.298
O -27.726 -15.150 6.937  -0.341
O -29.838 -14.909 5.916  -0.407
C -25.253 -19.991 7.961  -0.057
C -23.952 -19.505 7.295  -0.163
O -24.124 -18.063 7.317  -0.249
C -25.187 -17.746 8.030  0.475
O -25.626 -16.620 8.110  -0.417
O -25.732 -18.801 8.605  -0.278
H -25.049 -20.742 8.719  0.310
H -26.002 -20.361 7.265  -0.081
H -23.807 -19.828 6.273  0.184
H -23.095 -19.691 7.939  0.263
Cl -28.274 -11.089 1.112  -0.177
C -27.571 -12.040 2.443  0.112
C -26.658 -11.300 3.407  -0.038
Cl -25.384 -10.472 2.479  -0.177
H -26.907 -12.788 2.011  -0.206
H -28.390 -12.556 2.938  0.196
H -26.162 -12.030 4.037  -0.120
H -27.164 -10.540 3.999  0.355
Cl -23.402 -18.235 3.973  -0.187
C -23.336 -16.472 4.109  -0.489
C -24.725 -15.967 4.449  0.743
Cl -24.650 -14.265 5.003  -0.236
H -22.976 -15.998 3.200  0.341
H -22.607 -16.260 4.889  0.321
H -25.220 -16.511 5.248  -0.252
H -25.339 -15.999 3.550  -0.273
Cl -28.588 -20.396 7.571  -0.156
C -28.971 -19.964 5.894  -0.496
C -27.891 -19.191 5.176  -0.006
Cl -26.537 -20.236 4.717  -0.166
H -29.867 -19.339 5.913  0.336
H -29.235 -20.870 5.357  0.360
H -27.544 -18.296 5.692  -0.192
H -28.339 -18.803 4.257  0.393
Cl -24.463 -14.927 0.889  -0.150
C -26.083 -14.779 0.126  -0.467
C -27.139 -15.555 0.851  -0.065
Cl -26.753 -17.293 1.080  -0.167
H -25.900 -15.049 -0.909  0.389
H -26.308 -13.716 0.160  0.259
H -28.028 -15.536 0.220  0.463
H -27.363 -15.181 1.845  -0.178

## Properties
Spin multiplicity: 3
Total charge: +1
Kohn-Sham gap (alpha / beta) in eV: 7.62 / 3.74

A 3-piece molecular cluster, C14H25BrN3S overall at a distorted geometry. Source: OMol25; level of theory: ωB97M-V/def2-TZVPD.

Last column: Mulliken charge in e.
Geometry (Å):
Br -0.667 4.834 -0.739  -0.184
C -0.543 3.248 -1.963  -0.716
C -0.448 1.977 -1.021  -0.550
C 1.028 1.823 -0.370  -0.938
N 0.823 1.678 1.095  0.226
C 0.776 2.716 1.892  0.131
S 0.464 2.183 3.600  -0.065
C -0.137 0.505 3.030  -0.414
C 0.667 0.317 1.674  -0.562
H 0.385 3.298 -2.593  0.403
H -1.454 3.248 -2.617  0.430
H -0.756 1.053 -1.601  0.316
H -1.219 2.120 -0.202  0.441
H 1.478 0.907 -0.836  0.412
H 1.571 2.777 -0.634  0.455
H 0.902 3.799 1.641  0.322
H -1.206 0.420 2.694  0.353
H 0.157 -0.130 3.914  0.228
H 0.163 -0.391 0.950  0.365
H 1.722 -0.080 1.802  0.305
C 1.101 -5.121 4.871  -1.156
C 0.403 -3.953 5.559  -0.351
C -1.040 -3.757 5.084  -0.362
C -1.062 -3.473 3.617  0.248
N -1.079 -3.257 2.476  -0.494
H 1.185 -4.961 3.793  0.351
H 2.113 -5.241 5.261  0.332
H 0.559 -6.055 5.039  0.306
H 0.979 -3.039 5.380  0.208
H 0.401 -4.125 6.638  0.335
H -1.501 -2.920 5.613  0.272
H -1.634 -4.651 5.282  0.332
C -0.689 2.468 -6.142  -1.037
C -0.371 1.017 -6.486  -0.464
C -0.454 0.085 -5.275  -0.394
C 0.529 0.510 -4.234  0.221
N 1.293 0.844 -3.426  -0.424
H 0.030 2.879 -5.428  0.278
H -0.646 3.089 -7.038  0.342
H -1.691 2.559 -5.713  0.274
H 0.630 0.967 -6.923  0.312
H -1.072 0.670 -7.249  0.322
H -0.232 -0.942 -5.572  0.315
H -1.458 0.103 -4.844  0.277

## Properties
Total charge: +1
Kohn-Sham gap in eV: 9.30

An isolated molecule of C26H24FN3O2S. Source: OMol25; level of theory: ωB97M-V/def2-TZVPD.

Last column: Mulliken charge in e.
Geometry (Å):
O 0.076 0.163 -3.157  -0.651
C 0.269 0.660 -2.068  0.046
N 1.498 0.721 -1.485  0.064
C 2.567 -0.116 -1.967  -1.776
C 2.827 -1.299 -1.010  0.054
C 1.544 -2.061 -0.871  0.146
C 1.026 -3.034 -1.666  -0.580
C -0.271 -3.435 -1.268  -0.468
C -0.717 -2.759 -0.182  -0.788
S 0.436 -1.615 0.387  0.010
N 3.242 -0.878 0.326  0.475
C 4.280 0.138 0.388  -0.639
C 4.499 0.523 1.854  -0.821
O 4.878 -0.580 2.638  -0.408
C 3.901 -1.591 2.557  -0.652
C 3.679 -2.025 1.110  -0.668
C -0.832 1.222 -1.227  0.526
C -1.929 0.422 -1.030  -0.584
C -2.952 0.838 -0.149  0.456
C -4.109 -0.020 0.141  0.257
C -4.524 -1.024 -0.733  -0.263
C -5.612 -1.820 -0.425  -0.732
C -6.282 -1.605 0.765  0.372
F -7.340 -2.385 1.071  -0.328
C -5.902 -0.610 1.649  -0.618
C -4.816 0.180 1.327  -0.462
N -2.896 1.988 0.483  -0.596
C -1.864 2.820 0.263  -0.252
C -1.864 4.068 0.923  -0.499
C -0.845 4.955 0.722  -0.513
C 0.211 4.641 -0.148  -0.816
C 0.247 3.437 -0.795  -0.409
C -0.779 2.491 -0.598  0.860
H 1.551 0.985 -0.512  0.406
H 3.476 0.471 -2.123  0.426
H 2.241 -0.514 -2.933  0.588
H 3.589 -1.945 -1.488  0.489
H 1.546 -3.451 -2.509  0.502
H -0.840 -4.193 -1.777  0.431
H -1.655 -2.854 0.330  0.567
H 3.969 1.034 -0.150  0.494
H 5.231 -0.227 -0.038  0.267
H 5.305 1.254 1.940  0.368
H 3.567 0.958 2.249  0.333
H 4.268 -2.424 3.158  0.371
H 2.948 -1.227 2.971  0.285
H 2.915 -2.802 1.077  0.406
H 4.620 -2.441 0.708  0.352
H -1.969 -0.541 -1.514  0.363
H -4.014 -1.178 -1.671  0.471
H -5.945 -2.597 -1.095  0.448
H -6.452 -0.467 2.565  0.431
H -4.493 0.967 1.989  0.447
H -2.696 4.295 1.571  0.473
H -0.850 5.913 1.222  0.393
H 0.997 5.365 -0.308  0.417
H 1.048 3.207 -1.482  0.530

## Properties
SMILES string: O=C(NC[C@H](c1cccs1)N1CCOCC1)c1cc(-c2ccc(F)cc2)nc2ccccc12
ΔE to the lowest compared entry with this formula, charge and spin in kcal/mol: 5.3
Kohn-Sham gap in eV: 8.34

An isolated molecule of C19H28N2O3S2. Source: OMol25; level of theory: ωB97M-V/def2-TZVPD.

Last column: Mulliken charge in e.
Geometry (Å):
C -2.308 3.621 0.943  -0.876
S -2.173 1.826 1.051  -0.064
C -0.401 1.621 0.722  2.129
C -0.060 2.199 -0.638  -0.815
O 0.404 3.326 -0.725  -0.686
N -0.316 1.451 -1.735  0.492
C -1.032 0.176 -1.795  -1.079
C -1.701 0.245 -3.164  -0.411
C -2.971 1.099 -3.120  -0.812
S -3.052 2.072 -4.662  -0.211
C -1.405 1.555 -5.231  -1.206
C -0.666 0.987 -4.026  1.645
C 0.482 0.079 -4.460  -1.879
C -0.166 2.066 -3.059  -1.246
C 0.513 2.107 1.869  -0.946
N 0.706 0.707 2.259  0.200
C 1.804 0.295 2.958  0.109
O 2.524 1.101 3.507  -0.657
C 2.083 -1.201 3.066  0.591
C 1.031 -2.203 2.603  -0.791
C 1.481 -3.428 3.366  0.722
C 0.814 -4.758 3.267  -0.687
C 2.180 -4.552 2.659  -0.900
C 2.017 -2.878 4.674  -0.651
O 2.271 -1.491 4.446  -0.389
C 0.043 0.177 1.063  -1.540
H -3.333 3.864 1.218  0.433
H -1.628 4.102 1.644  0.279
H -2.104 3.980 -0.063  0.222
H -0.344 -0.673 -1.737  0.265
H -1.758 0.093 -0.986  0.456
H -1.914 -0.747 -3.566  0.694
H -3.862 0.480 -3.028  0.534
H -2.947 1.781 -2.268  0.145
H -1.499 0.792 -6.004  0.463
H -0.889 2.414 -5.661  0.433
H 1.193 0.631 -5.077  0.426
H 1.029 -0.308 -3.598  0.356
H 0.112 -0.769 -5.040  0.464
H -0.767 2.978 -3.114  0.426
H 0.873 2.341 -3.241  0.379
H 1.430 2.585 1.523  0.347
H 0.043 2.723 2.634  0.292
H 3.021 -1.376 2.518  0.128
H 0.038 -1.885 2.934  0.347
H 1.019 -2.363 1.525  0.426
H 0.749 -5.357 4.166  0.274
H -0.031 -4.855 2.599  0.257
H 2.252 -4.509 1.580  0.250
H 3.026 -5.011 3.153  0.274
H 1.285 -2.955 5.483  0.280
H 2.938 -3.379 4.985  0.307
H -0.765 -0.529 1.256  0.344
H 0.733 -0.246 0.328  0.458

## Properties
SMILES string: CSC1(C(=O)N2C[C@H]3CSC[C@@]3(C)C2)CN(C(=O)[C@@H]2CC3(CC3)CO2)C1
ΔE to the lowest compared entry with this formula, charge and spin in kcal/mol: 30.3
Kohn-Sham gap in eV: 9.02